Entry from the OMol25 dataset: a molecular structure, C8H14ClNOTb at a distorted geometry (ωB97M-V with the def2-TZVPD basis set).

Computed properties:
- Kohn-Sham gap (alpha / beta) (eV) = 8.6 / 7.1
- multiplicity = 7
- maximum force (Eh/bohr) = 0.0441
- E_LUMO (alpha / beta) (eV) = -12.025 / -13.333
- charge = +3
- ⟨S²⟩ = 12.606
- energy (eV) = -46981.3862

Last column: Löwdin charge in e.
Element x y z (Å)
1 C 1.22 1.02 -1.37  -0.002
2 C -0.20 0.50 -1.38  -0.250
3 C -1.28 1.44 -0.93  -0.292
4 O -1.28 2.62 -0.68  0.237
5 N -2.47 0.55 -0.84  0.293
6 C -2.13 -0.79 -1.07  -0.078
7 C -0.59 -0.87 -0.85  -0.178
8 C -0.30 -1.22 0.68  -0.109
9 C 0.34 -0.18 1.61  -0.222
10 C 1.87 -0.25 1.68  -0.665
11 Cl 2.52 -1.84 1.96  0.744
12 H 1.92 0.21 -1.53  0.105
13 H 1.35 1.69 -2.20  0.109
14 H 1.47 1.59 -0.48  0.074
15 H -0.43 0.41 -2.44  0.181
16 H -3.36 0.90 -1.20  0.212
17 H -2.77 -1.51 -0.58  0.173
18 H -2.27 -0.96 -2.16  0.199
19 H -0.14 -1.67 -1.41  0.158
20 H -1.25 -1.47 1.13  0.118
21 H 0.27 -2.13 0.70  0.091
22 H 0.04 0.84 1.40  0.115
23 H -0.02 -0.40 2.61  0.116
24 H 2.38 0.19 0.84  0.066
25 H 2.20 0.37 2.57  -0.198
26 Tb 2.80 1.25 4.25  2.002

Entry from the OMol25 dataset: 6 unconnected molecules or ions with the total composition H12O6 at a distorted geometry (ωB97M-V with the def2-TZVPD basis set).

Computed properties:
- Kohn-Sham gap (alpha / beta) (eV) = 2.7 / 11.0
- multiplicity = 2
- maximum force (Eh/bohr) = 0.0485
- E_LUMO (alpha / beta) (eV) = 3.602 / 3.560
- charge = -1
- relative energy (zero: lowest compared OMol25 entry of this formula, charge and spin) (kcal/mol) = 22.6
- ⟨S²⟩ = 0.750
- energy (eV) = -12479.0985

Last column: Löwdin charge in e.
Element x y z (Å)
1 O -1.69 1.24 -0.77  -0.137
2 H -0.76 1.31 -0.96  -0.031
3 H -2.08 0.94 -1.61  0.020
4 O -1.42 -0.17 1.71  -0.121
5 H -1.72 0.35 0.95  0.000
6 H -1.20 -1.03 1.31  0.018
7 O -0.48 -2.46 -0.24  -0.164
8 H -1.02 -2.97 -0.81  -0.027
9 H 0.03 -1.84 -0.80  -0.024
10 O 0.93 1.07 1.97  -0.155
11 H 0.09 0.56 2.02  -0.013
12 H 1.02 1.48 2.85  0.055
13 O 1.24 -0.95 -1.89  -0.229
14 H 1.43 -1.89 -1.80  0.000
15 H 1.26 -0.07 -1.44  -0.029
16 O 1.33 1.39 -0.65  -0.189
17 H 2.31 1.30 -0.80  0.046
18 H 1.18 1.33 0.31  -0.021

Entry from the OMol25 dataset: C14H19Cl3N4O3S2 in the gas phase (ωB97M-V with the def2-TZVPD basis set).

Computed properties:
- Kohn-Sham gap (eV) = 8.7
- maximum force (Eh/bohr) = 0.0175
- E_LUMO (eV) = 0.040
- charge = 0
- energy (eV) = -86168.3685

Last column: Löwdin charge in e.
Element x y z (Å)
1 C -0.22 0.22 2.85  -0.024
2 C -0.10 1.37 1.85  -0.510
3 C -1.14 2.46 2.16  -0.029
4 C 1.31 1.96 1.92  -0.030
5 C -0.34 0.87 0.43  -0.452
6 O 0.46 1.00 -0.47  0.042
7 N -1.55 0.26 0.23  0.117
8 C -1.99 -0.09 -1.10  -0.477
9 N -2.69 -1.35 -1.13  0.006
10 C -2.39 -2.50 -0.45  -0.882
11 S -3.63 -3.52 -0.04  0.630
12 N -1.13 -2.82 -0.10  0.062
13 C 0.09 -2.29 -0.52  -0.240
14 C 0.30 -1.91 -1.84  -0.020
15 C 1.49 -1.29 -2.20  -0.045
16 C 2.45 -1.07 -1.23  -0.287
17 S 3.85 0.00 -1.60  0.601
18 N 3.13 1.50 -1.73  -0.043
19 O 4.39 -0.31 -2.88  -0.296
20 O 4.70 0.01 -0.45  -0.296
21 C 2.30 -1.53 0.06  -0.051
22 C 1.12 -2.17 0.41  -0.010
23 C -2.93 0.99 -1.66  -1.493
24 Cl -2.10 2.56 -1.68  0.664
25 Cl -4.38 1.13 -0.63  0.632
26 Cl -3.43 0.57 -3.31  0.635
27 H -0.08 0.60 3.86  0.093
28 H 0.54 -0.53 2.66  0.073
29 H -1.20 -0.26 2.81  0.083
30 H -0.90 2.92 3.12  0.092
31 H -1.11 3.24 1.39  0.085
32 H -2.15 2.06 2.22  0.080
33 H 1.40 2.81 1.24  0.091
34 H 1.52 2.31 2.93  0.092
35 H 2.05 1.22 1.64  0.083
36 H -2.24 0.27 0.96  0.124
37 H -1.08 -0.11 -1.72  0.121
38 H -3.69 -1.28 -1.26  0.059
39 H -1.08 -3.59 0.56  0.128
40 H -0.46 -2.10 -2.58  0.130
41 H 1.67 -0.96 -3.21  0.125
42 H 2.78 1.65 -2.66  0.071
43 H 2.41 1.64 -1.04  0.034
44 H 3.10 -1.37 0.76  0.116
45 H 0.98 -2.54 1.42  0.117

Entry from the OMol25 dataset: 2 unconnected molecules or ions with the total composition CHFN2O5 at a distorted geometry (ωB97M-V with the def2-TZVPD basis set).

Computed properties:
- Kohn-Sham gap (alpha / beta) (eV) = 8.6 / 8.4
- maximum force (Eh/bohr) = 0.0456
- E_LUMO (alpha / beta) (eV) = -1.321 / -1.250
- charge = 0
- relative energy (zero: lowest compared OMol25 entry of this formula, charge and spin) (kcal/mol) = 29.0
- energy (eV) = -16980.4850

Last column: Löwdin charge in e.
Element x y z (Å)
1 C 0.34 1.33 -0.06  -0.423
2 N -0.43 0.18 -0.55  -0.264
3 N 0.56 -1.52 0.26  -0.255
4 O -1.58 0.09 0.26  0.053
5 O -0.36 -0.26 -1.70  0.067
6 O 0.45 -2.11 -0.74  0.146
7 O 0.87 -1.69 1.38  0.134
8 O 0.20 1.90 0.96  0.212
9 F 1.28 1.53 -0.98  0.173
10 H -1.33 0.55 1.15  0.157

Entry from the OMol25 dataset: a molecular structure, C11H12I2 at a distorted geometry (ωB97M-V with the def2-TZVPD basis set).

Computed properties:
- Kohn-Sham gap (alpha / beta) (eV) = 7.7 / 7.2
- maximum force (Eh/bohr) = 0.1342
- E_LUMO (alpha / beta) (eV) = -0.351 / -0.787
- charge = 0
- relative energy (zero: lowest compared OMol25 entry of this formula, charge and spin) (kcal/mol) = 56.1
- energy (eV) = -27798.1582

Last column: Löwdin charge in e.
Element x y z (Å)
1 C -0.43 2.72 1.81  -0.121
2 C -1.21 1.64 2.00  -0.062
3 C 0.53 2.78 0.88  -0.069
4 C -1.23 0.67 1.00  -0.079
5 C 0.62 1.75 -0.05  -0.024
6 C -0.34 0.72 0.00  -0.345
7 C -0.19 -0.33 -1.01  -0.170
8 C -1.77 -0.59 -1.85  -1.160
9 C 0.08 -2.62 -0.02  -0.042
10 C 2.09 -1.09 -0.34  -0.070
11 C 0.73 -1.45 -0.91  -0.429
12 I -1.67 -1.90 -3.46  0.771
13 I -2.90 1.21 -2.16  0.711
14 H -0.63 3.53 2.47  0.103
15 H -1.93 1.48 2.81  0.116
16 H 1.12 3.66 0.87  0.099
17 H -1.88 -0.24 0.97  0.136
18 H 1.32 1.94 -0.81  0.109
19 H 0.40 -3.54 -0.38  0.052
20 H 0.21 -2.55 1.04  0.081
21 H -0.91 -2.53 -0.31  0.021
22 H 2.42 -1.98 0.18  0.069
23 H 1.95 -0.29 0.38  0.066
24 H 2.87 -0.86 -1.18  0.121
25 H 0.77 -2.13 -1.91  0.117

Entry from the OMol25 dataset: C13H18NP in the gas phase at a distorted geometry (ωB97M-V with the def2-TZVPD basis set).

Computed properties:
- Kohn-Sham gap (eV) = 6.8
- maximum force (Eh/bohr) = 0.0902
- E_LUMO (eV) = -0.619
- charge = 0
- relative energy (zero: lowest compared OMol25 entry of this formula, charge and spin) (kcal/mol) = 113.3
- energy (eV) = -24546.9621

Last column: Löwdin charge in e.
Element x y z (Å)
1 C -2.40 0.16 0.01  -0.035
2 C -0.93 -0.08 -0.37  -0.603
3 C -0.41 0.79 -1.52  -0.059
4 C -0.75 -1.52 -0.88  -0.012
5 N -0.11 0.20 0.75  -0.110
6 C -0.26 1.57 1.31  -0.157
7 C 0.91 2.63 1.27  -0.143
8 C 1.91 2.72 0.42  -0.375
9 P 2.71 1.49 -0.67  1.030
10 C 2.15 -0.07 -0.23  -0.480
11 C 2.84 -1.11 -0.82  -0.180
12 C 2.55 -2.39 -0.44  -0.053
13 C 1.70 -2.63 0.72  -0.104
14 C 1.05 -1.69 1.34  -0.049
15 C 1.25 -0.24 0.96  -0.286
16 H -2.52 -0.02 1.12  0.103
17 H -2.67 1.27 -0.22  0.102
18 H -3.05 -0.52 -0.65  0.106
19 H -0.21 1.89 -1.10  0.115
20 H -1.08 0.83 -2.33  0.059
21 H 0.52 0.37 -1.92  0.056
22 H -1.45 -2.00 -0.36  0.035
23 H -1.10 -1.52 -1.95  0.115
24 H 0.23 -1.94 -0.90  0.051
25 H -0.51 1.46 2.40  0.128
26 H -1.13 2.03 0.82  0.096
27 H 0.81 3.56 1.83  0.097
28 H 2.62 3.55 0.29  0.034
29 H 3.50 -1.10 -1.68  0.105
30 H 3.00 -3.09 -1.00  0.059
31 H 1.51 -3.67 0.85  0.097
32 H 0.54 -1.88 2.23  0.103
33 H 1.67 0.33 1.80  0.154